(1)
{
  "formula": "C24H30N2O6S",
  "method": "ωB97M-V/def2-TZVPD",
  "smiles": "CCOC(=O)C1CCN(C(=O)[C@@H](C)N(c2ccc(Oc3ccccc3)cc2)S(C)(=O)=O)CC1",
  "e_tot_ev": -51455.6167,
  "max_force_ev_per_a": 19.4,
  "e_above_lowest_kj_mol": 1967.1,
  "species": ["C", "C", "O", "C", "O", "C", "C", "C", "N", "C", "O", "C", "C", "N", "C", "C", "C", "C", "O", "C", "C", "C", "C", "C", "C", "C", "C", "S", "C", "O", "O", "C", "C", "H", "H", "H", "H", "H", "H", "H", "H", "H", "H", "H", "H", "H", "H", "H", "H", "H", "H", "H", "H", "H", "H", "H", "H", "H", "H", "H", "H", "H", "H"],
  "positions_angstrom": [[5.19105, 7.42390, -2.03212], [4.02599, 6.77005, -1.16510], [3.75147, 5.62368, -1.58217], [3.05661, 4.90339, -0.77541], [2.46112, 5.41840, 0.22613], [2.93383, 3.41113, -1.46187], [3.23118, 2.42487, -0.31429], [2.13526, 2.40938, 0.62408], [0.66359, 2.15343, 0.08262], [0.34554, 0.74523, -0.04866], [-0.74178, 0.66583, -0.87656], [0.94078, -0.27790, 0.90762], [0.13298, -0.38229, 2.29964], [0.62025, -1.51980, 0.21381], [-0.33178, -2.42974, 0.32250], [-0.10311, -3.97202, 0.16801], [-0.97535, -4.79539, 0.45798], [-2.42480, -4.29466, 0.43652], [-3.40728, -5.39960, 0.59751], [-4.61503, -5.01596, 1.43984], [-5.58796, -5.91437, 0.83705], [-6.72223, -5.62406, 1.77612], [-6.84026, -4.93070, 2.91763], [-5.65040, -4.32765, 3.14646], [-4.57670, -4.29829, 2.41025], [-2.49339, -2.98979, 0.52565], [-1.58940, -2.14074, 0.30435], [1.63229, -1.62199, -1.43423], [0.15046, -1.46968, -2.61556], [2.11037, -2.90369, -1.39008], [2.48031, -0.40010, -1.39288], [0.48890, 3.01634, -0.96034], [1.46746, 2.93350, -2.04363], [5.20212, 8.53625, -1.88620], [4.87133, 7.35363, -3.05849], [6.06024, 6.91713, -2.04824], [4.37452, 6.76670, -0.18311], [3.09861, 7.37813, -1.29683], [3.79506, 3.11442, -1.83001], [4.10334, 2.62876, 0.33222], [3.48855, 1.30754, -0.75412], [2.33998, 1.72260, 1.61987], [1.98656, 3.28433, 1.17965], [1.92354, -0.24517, 0.83118], [-1.00612, -0.41889, 2.26728], [0.51019, 0.44289, 2.62871], [0.71249, -1.22005, 2.69586], [1.00104, -4.16601, 0.13274], [-0.71682, -5.88451, 0.61357], [-5.70866, -6.38310, -0.10081], [-7.57995, -6.37079, 1.29485], [-7.75874, -4.76510, 3.43745], [-5.76805, -3.56762, 4.18663], [-3.60128, -3.91464, 2.84483], [-3.75147, -2.72457, 0.23292], [-1.77403, -1.03195, 0.33205], [0.52370, -1.31142, -3.52668], [-0.47622, -0.67417, -2.50334], [-0.56714, -2.58508, -2.53594], [-0.31627, 2.65698, -1.20945], [0.36418, 4.08416, -0.42333], [1.31292, 3.83066, -2.58192], [1.59639, 2.04815, -2.29224]],
  "atomic_forces_ev_per_a": [[-4.9, 2.1, -0.2], [2.5, 9.7, -0.4], [0.2, -7.3, -3.3], [-4.5, -1.9, 1.5], [2.3, -2.4, -3.2], [-3.8, 0.7, 5.4], [1.0, -3.0, -0.1], [-3.4, -3.4, 4.6], [6.4, -5.4, 4.3], [-6.1, 5.8, -3.2], [5.2, -1.5, 4.0], [-8.3, -2.0, -1.9], [0.0, -3.5, -3.6], [5.8, 0.5, -3.3], [1.5, -5.8, -1.9], [8.7, 8.7, 0.3], [-8.1, -6.2, 0.8], [3.1, -6.6, 2.0], [1.3, 4.8, 0.9], [2.8, -11.3, -15.5], [-2.5, 5.9, 7.7], [-2.6, -7.3, -7.4], [0.8, 0.2, -0.8], [-4.5, 5.2, 8.7], [5.0, 6.1, 8.1], [-13.3, -3.6, -1.5], [2.1, 9.2, 0.5], [-5.1, 6.3, 3.0], [-0.6, -5.9, 2.9], [2.5, -4.2, -1.0], [-1.5, -2.6, -0.7], [4.5, 6.2, 3.5], [3.0, 10.1, 4.2], [0.6, -1.1, 0.4], [-0.4, -0.1, -0.7], [3.2, -1.4, 0.8], [0.1, 0.2, 2.0], [0.8, 0.4, 0.6], [3.8, 0.2, -4.3], [0.1, 0.5, -0.7], [-0.9, 2.9, 0.9], [-0.5, 1.0, -2.7], [0.2, 1.9, 0.1], [4.5, 0.7, 1.1], [2.0, -0.2, -0.2], [1.4, 5.2, 3.5], [-1.0, -0.1, 0.7], [-1.3, -0.4, 0.0], [-0.7, 1.2, -0.4], [0.4, -0.4, -0.5], [1.2, 2.3, 1.9], [-0.1, -0.2, 0.4], [1.0, -2.2, -2.9], [-1.4, -0.1, -1.0], [3.5, 0.0, 1.5], [-0.4, -1.2, -0.4], [1.9, -0.3, -3.9], [-1.4, 2.2, 1.6], [2.7, 3.5, -0.2], [-9.1, -2.1, -4.1], [0.3, -2.0, -1.8], [-0.9, -0.2, -2.3], [0.9, -7.9, -3.7]]
}

(2)
{
  "formula": "CN2O2S2",
  "method": "ωB97M-V/def2-TZVPD",
  "e_tot_ev": -29778.5728,
  "max_force_ev_per_a": 3.8,
  "e_above_lowest_kj_mol": 43.5,
  "species": ["C", "N", "N", "O", "O", "S", "S"],
  "positions_angstrom": [[-0.45806, 0.86921, 0.01669], [0.48187, 1.55940, 0.10908], [-1.62654, 0.39732, 0.04415], [1.36903, -0.74967, 1.31611], [1.03139, -0.92540, -1.08234], [-2.49835, -0.80535, -0.42129], [1.70066, -0.34551, 0.01759]],
  "atomic_forces_ev_per_a": [[0.0, 2.4, 0.3], [-0.4, 0.3, -0.1], [-2.0, -1.6, -0.3], [-0.8, -1.1, 2.4], [-1.1, -1.2, -1.4], [0.7, 0.6, 0.2], [3.6, 0.7, -1.1]]
}

(3)
{
  "formula": "C6H4ClF5O",
  "method": "ωB97M-V/def2-TZVPD",
  "e_tot_ev": -34439.5933,
  "max_force_ev_per_a": 4.9,
  "species": ["C", "C", "C", "C", "C", "C", "O", "F", "F", "F", "F", "F", "Cl", "H", "H", "H", "H"],
  "positions_angstrom": [[-1.10763, -2.12584, -0.60583], [-0.26776, -1.33423, -0.97255], [1.03293, 0.84361, 0.56098], [0.73185, -0.43665, -1.48287], [-0.65905, 0.73480, -2.74855], [1.66509, -1.04446, -2.58565], [1.37585, 0.50474, -0.80617], [-0.26043, 1.96019, -2.41311], [-1.89690, 0.55157, -2.32789], [-0.55211, 0.49439, -4.00081], [2.03841, -0.01425, -3.34503], [2.73853, -1.52993, -2.00712], [1.00488, -2.32587, -3.59780], [-1.71206, -2.90043, -0.44077], [1.41749, 1.81913, 0.80866], [1.38930, 0.16533, 1.42442], [-0.12353, 0.89940, 0.72685]],
  "atomic_forces_ev_per_a": [[3.1, 3.1, -1.3], [-0.2, -0.7, 1.1], [-2.4, -1.0, 1.6], [-3.2, 0.4, -3.2], [2.4, -1.5, 3.9], [-1.2, 0.9, 0.6], [0.7, 0.3, 1.8], [-0.2, 0.2, -0.5], [-0.4, 0.0, -0.1], [-0.1, 0.0, -1.8], [0.4, 0.2, -0.6], [1.3, -0.5, 0.7], [-0.4, 0.2, 0.1], [-2.2, -2.4, 0.8], [0.3, 0.3, -0.6], [-0.1, 0.4, -2.0], [2.0, -0.1, -0.7]]
}

(4)
{
  "formula": "H5N3",
  "method": "ωB97M-V/def2-TZVPD",
  "e_tot_ev": -4545.9908,
  "max_force_ev_per_a": 4.4,
  "e_above_lowest_kj_mol": 339.8,
  "species": ["N", "N", "N", "H", "H", "H", "H", "H"],
  "positions_angstrom": [[1.10694, 0.48710, 0.21240], [-0.43016, -1.10971, 0.15752], [0.16268, -0.13426, -0.54092], [0.68947, 0.90771, 1.17224], [1.44262, 1.28883, -0.24674], [-0.71516, -1.70917, -0.61106], [-1.27310, -0.91379, 0.84846], [-0.98330, 1.18328, -0.99188]],
  "atomic_forces_ev_per_a": [[-1.3, 0.9, 4.1], [-2.5, -1.1, 0.9], [-0.5, 2.9, -0.9], [1.1, -1.4, -2.4], [0.5, 0.9, -1.1], [-0.7, -0.5, 0.8], [2.3, -0.1, -1.8], [1.1, -1.7, 0.5]]
}

(5)
{
  "formula": "C26H22BeFN5O3",
  "method": "ωB97M-V/def2-TZVPD",
  "e_tot_ev": -44032.7523,
  "max_force_ev_per_a": 2.8,
  "species": ["Be", "O", "C", "C", "C", "C", "C", "C", "C", "O", "N", "N", "C", "C", "C", "C", "C", "C", "N", "H", "H", "H", "H", "H", "H", "H", "H", "H", "H", "N", "C", "O", "C", "C", "C", "C", "N", "C", "H", "H", "H", "H", "H", "H", "F", "C", "C", "C", "C", "C", "C", "C", "H", "H", "H", "H", "H", "H"],
  "positions_angstrom": [[9.00940, 9.61594, 6.18040], [9.53522, 12.88917, 8.50019], [10.06349, 12.49011, 9.71762], [11.06322, 13.35901, 10.23830], [11.72488, 13.01715, 11.41383], [11.35220, 11.84334, 12.09108], [10.38541, 11.03082, 11.55933], [9.70365, 11.33048, 10.39165], [8.90530, 10.23454, 9.77943], [8.89549, 9.10315, 10.25818], [8.32844, 10.60682, 8.61061], [8.19295, 9.59133, 7.73480], [7.71531, 8.43032, 8.01041], [7.83018, 7.44409, 6.94727], [7.50095, 6.07671, 7.01967], [7.76492, 5.37853, 5.89656], [8.41429, 5.88903, 4.76860], [8.66534, 7.24744, 4.76229], [8.44662, 7.93910, 5.87650], [8.97113, 12.14820, 8.23794], [11.40894, 14.22674, 9.73603], [12.50939, 13.64523, 11.78619], [11.93086, 11.62322, 12.97045], [10.11085, 10.18679, 12.18311], [7.32040, 8.21225, 8.96134], [7.05362, 5.58960, 7.87860], [7.49751, 4.32690, 5.87709], [8.58889, 5.21604, 3.87807], [9.13189, 7.79463, 3.92797], [14.07886, 12.78182, 8.45690], [13.09085, 12.51980, 7.54768], [12.71413, 13.36416, 6.73755], [12.48548, 11.11144, 7.56943], [12.99639, 10.11554, 8.31998], [12.35171, 8.86382, 8.33391], [11.27459, 8.67213, 7.50400], [10.69974, 9.67077, 6.80760], [11.28624, 10.87240, 6.82351], [14.26019, 13.77396, 8.57029], [13.88812, 12.35272, 9.32931], [13.86959, 10.26463, 8.93596], [12.77361, 8.08447, 8.91053], [10.65082, 7.82584, 7.56879], [10.78984, 11.66622, 6.26679], [7.89381, 16.16054, 6.54441], [8.07778, 14.89366, 6.08911], [7.09094, 14.01998, 6.34716], [7.23586, 12.69230, 5.95508], [8.42153, 12.23565, 5.33785], [8.58838, 10.79946, 5.00412], [9.42171, 13.20589, 5.04795], [9.23976, 14.49291, 5.44973], [6.23276, 14.24710, 6.94146], [6.49178, 11.95683, 6.22316], [9.27645, 10.79811, 4.19343], [7.59134, 10.41667, 4.73664], [10.35214, 12.96775, 4.51973], [10.03549, 15.27485, 5.33269]],
  "atomic_forces_ev_per_a": [[0.0, 0.1, 0.7], [1.3, 0.2, 1.8], [0.3, 2.1, -1.6], [0.0, -1.4, 1.0], [-1.1, -0.6, -0.7], [1.0, 1.1, -0.5], [0.0, -0.1, 1.6], [0.3, -0.4, -0.2], [-0.6, 0.1, 0.3], [0.3, -0.3, 0.2], [0.5, 0.0, -0.9], [-0.5, -0.1, -0.4], [0.2, 0.2, 0.1], [0.4, -0.6, 0.6], [-0.3, 1.6, 0.4], [0.5, -2.0, -1.2], [-0.6, -0.5, -1.3], [0.7, -0.6, -0.1], [0.3, 1.2, -0.6], [-0.9, -0.8, -0.4], [-0.3, 0.6, -0.8], [0.3, 0.3, 0.2], [-0.3, -0.4, 0.4], [-0.1, -0.3, -0.6], [-0.5, -0.4, 0.8], [0.0, 0.4, 0.0], [0.1, 0.0, 0.0], [-0.1, 1.1, 1.2], [-0.3, -0.4, 0.5], [-0.1, 0.3, -0.2], [-1.1, 0.9, -1.5], [0.4, -1.3, 0.7], [-1.2, 1.7, -1.3], [-0.1, -1.5, 0.7], [0.5, 0.9, -1.0], [-0.4, 1.0, 1.0], [0.5, 0.7, -0.2], [0.7, 0.0, 0.4], [0.0, -0.2, -0.3], [0.1, -0.5, 1.0], [0.1, 0.0, 0.0], [0.1, -0.8, 0.5], [-0.2, -1.3, -0.1], [0.3, -0.1, 0.2], [0.5, 0.1, -0.3], [0.5, 0.6, 0.1], [-1.0, -1.9, 0.2], [1.4, -0.2, -0.2], [-0.4, 0.8, 0.2], [-0.7, 0.2, 0.5], [-0.5, -1.2, 0.0], [0.9, 2.7, 0.3], [-0.4, 0.6, 0.1], [-0.2, 0.0, 0.0], [0.4, -0.6, -1.2], [0.3, 0.0, -0.5], [-0.4, -0.2, 0.2], [-0.8, -0.9, -0.1]]
}

(6)
{
  "formula": "C2H10N2",
  "method": "ωB97M-V/def2-TZVPD",
  "smiles": "CNC.N",
  "e_tot_ev": -5215.6184,
  "max_force_ev_per_a": 1.4,
  "e_above_lowest_kj_mol": 70.8,
  "species": ["C", "N", "C", "H", "H", "H", "H", "H", "H", "H", "N", "H", "H", "H"],
  "positions_angstrom": [[-1.04675, 0.47175, -0.99894], [-0.23651, 1.64330, -0.75566], [0.78870, 1.43210, 0.25921], [-0.34487, -0.30589, -1.34541], [-1.55923, 0.02306, -0.15402], [-1.76574, 0.66650, -1.79395], [0.25340, 1.75530, -1.63164], [1.75261, 1.83673, -0.02284], [1.05474, 0.38875, 0.48213], [0.45745, 1.83078, 1.21827], [0.25953, -2.13819, 1.34744], [0.85011, -2.62479, 0.66650], [0.10054, -2.91966, 1.98065], [-0.56398, -2.05973, 0.74826]],
  "atomic_forces_ev_per_a": [[0.6, -1.0, -0.6], [0.3, 0.3, 0.0], [0.1, -0.6, 0.7], [-0.4, -0.4, -0.1], [-0.1, 0.6, 0.4], [-0.1, 0.0, 0.1], [0.0, 0.5, -0.1], [0.0, 0.7, -0.1], [-0.5, -0.2, -0.3], [0.2, 0.2, 0.0], [0.3, -0.9, -1.0], [0.6, 0.4, 0.1], [-0.5, 0.3, 0.3], [-0.3, 0.2, 0.6]]
}